# 1
{"formula": "C35H92Br6N12O13P4", "method": "the ωB97M-V functional and the def2-TZVPD basis", "symbols": ["C", "Br", "Br", "Br", "H", "C", "Br", "Br", "Br", "H", "O", "P", "N", "C", "C", "N", "C", "C", "N", "C", "C", "H", "H", "H", "H", "H", "H", "H", "H", "H", "H", "H", "H", "H", "H", "H", "H", "H", "H", "O", "P", "N", "C", "C", "N", "C", "C", "N", "C", "C", "H", "H", "H", "H", "H", "H", "H", "H", "H", "H", "H", "H", "H", "H", "H", "H", "H", "H", "O", "P", "N", "C", "C", "N", "C", "C", "N", "C", "C", "H", "H", "H", "H", "H", "H", "H", "H", "H", "H", "H", "H", "H", "H", "H", "H", "H", "H", "O", "P", "N", "C", "C", "N", "C", "C", "N", "C", "C", "H", "H", "H", "H", "H", "H", "H", "H", "H", "H", "H", "H", "H", "H", "H", "H", "H", "H", "C", "O", "C", "O", "O", "C", "H", "H", "H", "H", "H", "H", "C", "O", "C", "O", "O", "C", "H", "H", "H", "H", "H", "H", "C", "O", "C", "O", "O", "C", "H", "H", "H", "H", "H", "H"], "coordinates": [[8.73263, 6.74917, -0.86670], [7.84468, 6.87975, -2.56450], [8.44262, 4.98063, -0.00166], [8.15190, 8.26977, 0.28505], [9.78095, 6.99052, -1.04238], [-0.19441, 2.15634, 10.60987], [-1.78442, 1.54972, 9.62267], [0.35145, 3.98042, 10.03679], [1.20380, 0.79182, 10.29439], [-0.45945, 2.25423, 11.66261], [12.40276, 3.41172, 8.22695], [12.40215, 2.26764, 7.25294], [10.91546, 1.64867, 6.85616], [9.67370, 2.16304, 7.59270], [10.69881, 0.49458, 5.93774], [13.20683, 0.86825, 7.83466], [12.51990, -0.12375, 8.71115], [14.64265, 0.92481, 7.97850], [13.05113, 2.74731, 5.74601], [13.70126, 1.91417, 4.75100], [12.49112, 4.03720, 5.24275], [9.02267, 2.69906, 6.90209], [9.82713, 2.79689, 8.46607], [9.09820, 1.36550, 8.06261], [10.18747, 0.86274, 5.04831], [10.08420, -0.18241, 6.53109], [11.58678, 0.02147, 5.51849], [12.37254, -1.06014, 8.17303], [12.94992, -0.24241, 9.70568], [11.50441, 0.17903, 8.96654], [14.92151, 1.20066, 8.99548], [15.05308, -0.05847, 7.74875], [15.08773, 1.65986, 7.30788], [14.69505, 2.32684, 4.57719], [13.78418, 0.84619, 4.95263], [13.27288, 2.09157, 3.76453], [12.48403, 4.10372, 4.15480], [13.17922, 4.81118, 5.58268], [11.44262, 4.05251, 5.54027], [-11.45493, -3.29810, -4.82890], [-11.39986, -2.14491, -3.86461], [-10.69017, -0.71796, -4.46643], [-10.14357, 0.43462, -3.70020], [-10.71012, -0.51280, -5.94819], [-10.44083, -2.46031, -2.47839], [-8.99037, -2.38864, -2.67643], [-10.86607, -3.29307, -1.32617], [-12.87660, -1.48001, -3.21573], [-14.06022, -1.30141, -4.05869], [-12.86198, -0.46031, -2.14262], [-10.78875, 1.28580, -3.91777], [-9.10145, 0.65167, -3.93463], [-10.03468, 0.21763, -2.63759], [-10.72693, -1.46260, -6.48270], [-9.82798, -0.01208, -6.34718], [-11.63484, 0.02319, -6.16200], [-8.63947, -1.44601, -2.25641], [-8.38763, -3.17016, -2.21380], [-8.73939, -2.36187, -3.73680], [-10.22309, -3.23682, -0.44782], [-11.87692, -3.08422, -0.97593], [-10.88977, -4.36829, -1.50355], [-14.45904, -2.19147, -4.54535], [-14.87449, -0.80428, -3.53151], [-13.73314, -0.65942, -4.87660], [-13.90069, -0.34549, -1.83278], [-12.58257, 0.43423, -2.69924], [-12.22237, -0.71661, -1.29804], [2.11494, -2.08794, 2.33053], [0.88112, -1.34550, 2.12475], [-0.49022, -2.12945, 2.88723], [-0.24447, -2.63521, 4.22380], [-1.83749, -1.51319, 2.80398], [0.29604, -1.33227, 0.49954], [0.45951, -0.09209, -0.31947], [-0.00410, -2.52196, -0.26697], [0.89412, 0.28018, 2.80585], [2.13409, 0.81688, 3.38207], [-0.19059, 1.25602, 2.58818], [0.72480, -3.12447, 4.12775], [-0.89161, -3.42599, 4.60325], [-0.13681, -1.80800, 4.92540], [-1.88767, -0.75294, 3.58348], [-2.55266, -2.29371, 3.06363], [-2.02668, -1.01833, 1.85139], [1.34083, 0.49334, -0.05746], [0.52634, -0.35172, -1.37599], [-0.43994, 0.51655, -0.22644], [0.77522, -2.75829, -0.99146], [-0.19923, -3.38264, 0.37276], [-0.87167, -2.36397, -0.90766], [2.45559, 0.29692, 4.28449], [2.92359, 0.56843, 2.67280], [2.16564, 1.88351, 3.60431], [-0.54975, 1.55380, 3.57328], [-0.98750, 0.72151, 2.07114], [-0.01969, 2.08152, 1.89721], [-5.56135, 6.95860, -5.46699], [-5.34939, 7.40288, -6.85907], [-4.31211, 8.66802, -7.02650], [-3.45330, 9.02920, -5.97807], [-3.97240, 9.29728, -8.31073], [-6.75489, 7.88510, -7.66459], [-7.72416, 6.87838, -8.12446], [-7.41542, 9.17446, -7.20928], [-4.65017, 6.20201, -7.85915], [-4.51671, 6.37541, -9.29692], [-3.97546, 5.01007, -7.28705], [-3.20970, 8.24074, -5.26596], [-3.96024, 9.66703, -5.25400], [-2.55244, 9.57954, -6.24952], [-4.72544, 9.17203, -9.08878], [-3.02874, 8.83164, -8.59492], [-3.97052, 10.38618, -8.26170], [-7.15060, 5.96538, -8.28435], [-8.59184, 6.83852, -7.46594], [-8.11054, 7.12284, -9.11392], [-6.84812, 9.93773, -7.74192], [-8.43885, 9.26161, -7.57412], [-7.22002, 9.19465, -6.13713], [-3.44954, 6.38274, -9.51873], [-4.92256, 5.55406, -9.88749], [-5.11313, 7.22931, -9.61816], [-3.87115, 4.17863, -7.98413], [-4.46521, 4.64148, -6.38573], [-3.01800, 5.39006, -6.93070], [9.12925, -12.11359, -0.11581], [8.02188, -11.18426, -0.05015], [7.52165, -10.72790, -1.20685], [7.94916, -10.96426, -2.30951], [6.62590, -9.76304, -0.90909], [5.57072, -9.49046, -1.78251], [8.83198, -13.09837, -0.47626], [9.42162, -12.44042, 0.88209], [10.05194, -11.73633, -0.55675], [5.91467, -9.44419, -2.81578], [5.15261, -8.49298, -1.64722], [4.72489, -10.16307, -1.64015], [-9.66305, -8.94840, 7.14779], [-8.89509, -7.75129, 6.82114], [-8.14219, -7.24942, 7.84476], [-7.86339, -7.80995, 8.88541], [-7.77903, -6.01052, 7.45318], [-7.10996, -5.13743, 8.39243], [-10.47419, -9.23733, 6.47946], [-10.16763, -8.95141, 8.11397], [-8.99454, -9.80251, 7.03966], [-7.85687, -4.88334, 9.14454], [-6.69377, -4.19701, 8.03116], [-6.20211, -5.60252, 8.77665], [7.30594, -3.28331, -7.95851], [6.85955, -2.54465, -6.86001], [7.31964, -2.92428, -5.60237], [7.90951, -3.96924, -5.28867], [6.86348, -2.01211, -4.73441], [6.79223, -2.18426, -3.30525], [6.75629, -3.22954, -8.89824], [7.33644, -4.34631, -7.71935], [8.34238, -3.04818, -8.20059], [6.01109, -2.87919, -2.99701], [6.50853, -1.27798, -2.77020], [7.69951, -2.64763, -2.91765]], "atomic_forces_ev_per_a": [[-0.40, 0.50, 0.61], [0.05, -0.21, 0.11], [0.35, 1.29, -0.57], [0.19, -0.91, -0.35], [-0.19, -0.68, 0.19], [0.06, 0.04, -0.94], [0.47, 0.45, 0.49], [-0.22, -1.14, 0.28], [-0.56, 0.96, 0.45], [0.25, -0.32, -0.29], [-0.43, -1.18, -1.35], [0.46, 0.00, 0.58], [-1.40, 0.77, 1.43], [0.64, -0.74, -0.61], [-0.38, 1.44, 0.64], [-0.74, 0.67, -0.61], [-0.70, 0.90, -0.76], [0.10, -0.16, 0.19], [-0.34, -0.74, 0.62], [0.64, 0.91, -0.43], [0.76, -1.11, 0.37], [-0.02, -0.05, -0.08], [1.01, 0.29, -0.47], [0.00, -0.62, -0.48], [-0.52, -0.15, 0.03], [0.00, -0.49, -0.58], [0.30, 0.10, 0.76], [0.49, -0.29, 0.23], [0.71, -0.09, -0.30], [-0.09, 0.44, -0.33], [0.17, 0.00, 0.16], [0.26, -0.04, 0.00], [-0.12, -0.03, -0.08], [0.58, -0.34, 0.22], [-0.22, 0.17, 0.30], [-0.66, -0.45, -0.03], [0.18, -0.51, -0.11], [-0.80, 0.48, 0.29], [0.13, 0.83, 0.35], [-0.61, 2.07, 0.96], [0.00, 0.72, 1.13], [1.38, -0.65, -0.93], [-0.30, -1.15, -0.27], [-0.37, -0.52, 0.91], [-0.66, -0.33, 0.34], [0.06, 0.74, -0.24], [-0.48, -0.32, -0.30], [0.04, -2.60, 1.01], [0.95, 0.07, -0.97], [-0.02, -0.47, -1.59], [0.26, 0.31, 0.38], [0.03, 0.07, -0.80], [-0.85, -0.03, 0.05], [-0.25, -0.15, 0.31], [0.00, 0.39, 0.43], [0.18, 0.30, -0.56], [0.29, 0.09, 0.10], [-0.53, -0.34, 0.06], [-0.03, -0.13, 0.00], [0.33, 0.76, -0.21], [-0.03, 0.47, -0.26], [0.13, -0.19, -0.68], [0.28, -0.32, 0.37], [0.19, -0.12, 0.14], [-0.49, 0.45, -0.38], [0.18, 0.00, 0.36], [0.25, 0.72, 0.90], [0.08, 0.17, -0.26], [0.93, -0.07, 0.51], [-3.46, 0.74, -0.17], [-0.01, 0.51, -1.21], [1.71, -0.15, -0.44], [1.17, -0.16, 0.53], [0.81, 2.00, 1.07], [-0.45, -0.82, 0.38], [-0.08, -0.19, -0.12], [-0.11, -0.59, -1.15], [0.92, -1.20, -0.59], [-0.32, -1.60, -0.12], [0.21, 0.03, 0.45], [-0.61, 0.34, -0.35], [-0.23, -0.02, 0.46], [-0.34, 0.26, 0.16], [-0.22, 0.10, -0.37], [-0.07, -0.49, -0.07], [-0.04, -0.07, 0.13], [0.20, -0.17, 0.05], [0.04, 0.28, 0.03], [0.48, -0.16, 0.21], [0.11, 0.14, 0.03], [-0.43, 0.14, 0.24], [-0.40, -0.08, 0.25], [0.37, 0.45, 0.01], [-0.60, -0.02, -0.35], [-0.14, 0.49, -0.20], [-0.19, 0.05, 0.32], [0.78, 0.29, 0.33], [0.61, 0.10, -0.14], [-0.38, -1.26, -1.33], [-1.06, 0.91, -1.34], [0.38, 0.79, 2.92], [-0.57, -0.40, 0.18], [-0.56, 0.30, -0.36], [0.93, 0.41, -0.36], [2.19, -1.13, -0.86], [-1.73, -0.75, 0.49], [-0.11, -0.37, 0.43], [-0.09, 1.36, 0.65], [0.40, -0.67, -0.61], [-0.22, 0.74, -0.08], [-0.01, -0.35, -0.49], [-0.02, -0.69, 0.20], [0.16, 0.62, -0.60], [0.69, 0.09, 0.55], [-0.53, -0.39, 0.48], [0.19, -0.59, 0.26], [-0.01, 0.37, -0.16], [-0.11, 0.50, 0.45], [0.00, -0.41, 0.51], [-0.80, 0.67, 0.06], [0.07, 0.66, -0.52], [-0.19, -0.50, 0.25], [0.62, 0.17, -0.04], [-0.02, 0.31, -0.21], [-0.36, 0.13, -0.15], [0.56, -0.64, -0.17], [0.00, -0.83, 0.62], [0.38, -0.53, 0.13], [1.12, 1.10, -0.58], [-0.64, -0.47, 0.49], [0.17, -0.56, 1.26], [-0.63, 0.59, -1.44], [-0.19, 0.38, -1.03], [-0.39, 0.95, 0.54], [-0.51, 0.22, -0.52], [-0.01, -0.60, -0.10], [0.45, 0.11, 0.76], [0.25, -0.36, -0.12], [0.60, -0.97, 0.04], [-0.84, -0.24, 0.88], [-0.05, -0.19, 0.28], [-0.40, 0.80, -1.24], [0.35, 0.39, -0.41], [0.08, -0.69, 0.83], [0.18, 1.27, -0.82], [0.69, 0.43, 0.27], [0.17, 0.02, 0.58], [0.42, -0.14, 0.36], [-0.77, -0.18, -1.27], [-0.43, -0.48, 0.49], [1.64, -1.92, -0.48], [0.18, 0.43, 1.92], [-0.18, -2.30, 0.70], [-1.25, 2.79, -1.32], [-0.42, 0.85, -0.37], [0.23, -1.51, 0.21], [-0.68, 0.86, 0.60], [-0.13, -0.10, 0.19], [0.08, 0.32, 0.04], [-0.25, -0.27, -0.64], [0.55, 0.40, -0.79], [0.23, 0.44, -0.09]], "homo_lumo_gap_ev": 7.686, "e_lumo_ha": -0.016, "multiplicity": 1, "homo_ev": -8.108, "e_above_lowest_kj_mol": 446.23, "total_energy_ev": -539694.6389}

# 2
{"formula": "C3H6N2O", "method": "the ωB97M-V functional and the def2-TZVPD basis", "symbols": ["C", "C", "C", "N", "N", "O", "H", "H", "H", "H", "H", "H"], "coordinates": [[1.29548, 0.45316, -0.07062], [1.24954, -0.86413, -0.20878], [0.03678, 0.87247, 0.67132], [-0.81835, -0.31273, 0.61611], [-1.76348, -0.17961, -0.34457], [0.17362, -1.46966, 0.23967], [2.09796, 1.00930, -0.46763], [1.99717, -1.55837, -0.71667], [0.10502, 1.22044, 1.81139], [-0.54679, 1.79742, 0.13212], [-1.41963, -0.04378, -1.24696], [-2.40731, -0.92451, -0.41538]], "atomic_forces_ev_per_a": [[-0.55, -0.35, 0.69], [1.76, -0.72, -1.31], [-0.75, 3.14, 0.36], [-0.07, -0.93, 0.69], [-0.34, 0.34, 0.70], [-1.75, 0.02, 0.51], [0.50, 0.91, -0.05], [-1.02, 1.14, 0.78], [0.36, -0.89, -2.41], [1.40, -2.28, 1.22], [1.12, 0.65, -1.90], [-0.66, -1.03, 0.72]], "homo_lumo_gap_ev": 9.591, "e_lumo_ha": 0.040, "multiplicity": 1, "homo_ev": -8.511, "smiles": "NN1CC=CO1", "e_above_lowest_kj_mol": 431.15, "total_energy_ev": -8232.2301}

# 3
{"formula": "C18H12Cl32O4", "method": "the ωB97M-V functional and the def2-TZVPD basis", "symbols": ["O", "C", "C", "C", "O", "C", "O", "C", "C", "C", "C", "C", "O", "C", "H", "H", "H", "H", "H", "H", "H", "H", "H", "H", "H", "H", "C", "Cl", "Cl", "Cl", "Cl", "C", "Cl", "Cl", "Cl", "Cl", "C", "Cl", "Cl", "Cl", "Cl", "C", "Cl", "Cl", "Cl", "Cl", "C", "Cl", "Cl", "Cl", "Cl", "C", "Cl", "Cl", "Cl", "Cl", "C", "Cl", "Cl", "Cl", "Cl", "C", "Cl", "Cl", "Cl", "Cl"], "coordinates": [[7.90991, 0.88721, 4.53239], [7.10978, 0.81626, 3.62472], [7.04632, -0.35073, 2.69338], [6.85474, -0.10808, 1.39391], [6.77816, -1.07133, 0.43598], [6.71387, 1.34609, 1.00766], [7.22484, 1.81067, 0.01102], [5.93297, 2.15842, 1.99854], [4.97075, 3.18124, 1.45958], [3.63074, 3.26180, 2.20504], [2.97370, 1.91268, 2.54871], [1.78167, 1.53558, 1.64357], [1.90169, 0.14528, 1.30006], [6.13218, 1.90174, 3.29683], [7.13630, -1.35944, 3.06328], [6.03868, -0.84561, -0.13510], [4.84369, 3.06310, 0.38756], [5.45394, 4.15757, 1.56923], [3.69296, 3.90493, 3.07673], [2.94704, 3.77840, 1.53122], [3.65975, 1.07186, 2.56104], [2.59049, 1.99019, 3.56384], [0.86824, 1.58539, 2.22092], [1.72572, 2.12980, 0.73565], [2.72977, 0.00621, 0.83722], [5.60367, 2.43003, 4.07536], [1.14820, 1.95492, -2.87370], [-0.60781, 1.97535, -3.02188], [1.86367, 1.15459, -4.27562], [1.75824, 3.61268, -2.77679], [1.60874, 1.07954, -1.40996], [-3.55382, -0.19043, -4.82124], [-4.39152, 0.03531, -6.36005], [-4.13424, -1.66934, -4.04979], [-1.81612, -0.31547, -5.10307], [-3.87998, 1.19744, -3.77074], [5.77056, 6.12143, -1.27474], [5.30800, 6.29203, 0.42741], [6.75112, 7.50919, -1.75541], [6.69674, 4.63804, -1.48309], [4.31224, 6.05760, -2.27252], [-5.71648, -0.77732, -0.36922], [-5.85240, -2.53028, -0.54112], [-6.80595, 0.01628, -1.51195], [-6.15294, -0.31466, 1.27971], [-4.05696, -0.28285, -0.70657], [-7.31238, -4.33732, 3.17230], [-7.46469, -6.08802, 3.00135], [-8.39921, -3.55034, 2.02496], [-7.74495, -3.86578, 4.81999], [-5.64984, -3.84914, 2.83175], [-10.06708, -3.22695, -1.75663], [-9.51838, -4.63498, -0.84354], [-9.85968, -1.77419, -0.77122], [-9.11169, -3.07357, -3.23439], [-11.77330, -3.41907, -2.17036], [-11.24251, -8.27380, 2.85270], [-11.29458, -9.78297, 1.93552], [-10.34860, -8.52843, 4.35604], [-10.43286, -7.02977, 1.89695], [-12.88841, -7.75340, 3.22689], [6.12297, 0.85735, -5.26303], [6.85452, -0.01978, -3.91476], [7.31350, 1.05940, -6.55039], [4.73806, -0.05547, -5.87839], [5.57824, 2.44291, -4.70374]], "atomic_forces_ev_per_a": [[-0.54, -0.15, -0.05], [0.29, 0.08, 0.23], [-0.04, -0.08, -0.61], [-0.31, 0.07, 0.60], [0.16, 0.17, 0.37], [0.36, 0.04, -0.14], [-0.59, -0.28, 0.16], [-0.22, 0.06, 0.27], [0.51, 0.51, 0.57], [-0.21, -0.40, -0.55], [-0.64, 0.77, 0.12], [1.06, -1.02, 0.57], [-0.63, 0.03, -0.17], [0.15, -0.20, -0.82], [0.33, -0.07, 0.17], [0.10, 0.00, -0.44], [-0.10, -0.24, -0.14], [-0.03, -0.29, -0.13], [0.26, -0.05, 0.23], [-0.05, 0.23, 0.00], [0.25, 0.03, -0.08], [0.05, -0.16, 0.19], [-0.34, 0.20, -0.20], [-0.07, 0.32, 0.23], [0.21, 0.04, 0.01], [0.17, 0.12, 0.22], [0.10, 0.02, -0.04], [0.12, 0.11, 0.14], [-0.04, 0.01, -0.04], [0.01, 0.01, 0.03], [-0.22, -0.16, -0.40], [0.00, -0.02, -0.02], [0.01, 0.01, 0.01], [-0.01, 0.03, -0.01], [-0.09, -0.13, -0.13], [-0.01, 0.02, -0.13], [0.11, -0.01, -0.04], [-0.04, 0.41, -0.19], [-0.03, -0.01, 0.01], [-0.05, 0.00, 0.04], [0.00, 0.02, 0.00], [0.00, -0.01, -0.01], [-0.04, 0.01, -0.09], [0.03, 0.01, -0.02], [-0.01, -0.01, -0.02], [0.04, -0.03, 0.20], [0.00, 0.03, 0.02], [0.20, 0.04, 0.08], [0.05, 0.06, 0.18], [0.02, -0.01, -0.02], [0.01, -0.02, 0.06], [-0.01, 0.00, -0.03], [-0.05, -0.07, -0.20], [-0.02, -0.02, 0.04], [0.01, 0.01, 0.03], [0.03, 0.00, 0.00], [-0.01, 0.00, -0.02], [0.00, 0.01, 0.01], [0.00, 0.00, -0.01], [-0.20, -0.04, -0.06], [0.02, -0.01, 0.00], [-0.03, 0.05, 0.05], [0.00, 0.01, 0.00], [-0.02, -0.01, 0.02], [0.05, -0.04, -0.04], [0.00, -0.02, 0.01]], "homo_lumo_gap_ev": 8.863, "e_lumo_ha": -0.035, "multiplicity": 1, "homo_ev": -9.817, "smiles": "O=C1C=C(O)C(=O)C(CCCCO)=C1.ClC(Cl)(Cl)Cl.ClC(Cl)(Cl)Cl.ClC(Cl)(Cl)Cl.ClC(Cl)(Cl)Cl.ClC(Cl)(Cl)Cl.ClC(Cl)(Cl)Cl.ClC(Cl)(Cl)Cl.ClC(Cl)(Cl)Cl", "total_energy_ev": -427763.4814}